1.
12
Properties=species:S:1:pos:R:3 method="wB97M-V/def2-TZVPD" lumo_energy_ev=-1.537 homo_lumo_gap_ha=0.293 homo_energy_ev=-9.52 relative_energy_ev=1.996
S 2.61467 0.12435 -0.13356
O -2.06142 -1.49329 -0.55510
O 0.41096 -1.40537 0.93021
O -1.63655 1.80489 0.47779
C -2.20033 0.84887 -0.02634
C -1.48354 -0.48233 -0.22882
C 0.88588 0.54059 -0.37641
C 0.01484 -0.49732 0.19513
H 0.63300 1.50212 0.02516
H -3.25415 0.89532 -0.33688
H 0.64862 0.60253 -1.45630
H 3.13285 1.30181 -0.29956

2.
12
Properties=species:S:1:pos:R:3 method="wB97M-V/def2-TZVPD" lumo_energy_ev=0.206 homo_lumo_gap_ha=0.326 homo_energy_ev=-8.67 relative_energy_ev=3.419
S -3.70246 -0.48790 0.14242
O -1.16257 -0.71388 -0.25588
O 2.52980 -0.12243 0.17190
O -1.62293 1.32627 -0.01967
C -2.23739 0.20869 -0.19348
C 1.30475 -0.90505 0.07169
C -0.27193 1.21481 0.07126
C 0.02881 -0.12931 -0.18015
H 1.23782 -1.66312 -0.64273
H 2.40259 0.63744 -0.67577
H 1.32867 -1.48226 1.06771
H 0.16483 2.11675 0.44270

3.
12
Properties=species:S:1:pos:R:3 method="wB97M-V/def2-TZVPD" lumo_energy_ev=0.332 homo_lumo_gap_ha=0.379 homo_energy_ev=-9.99 relative_energy_ev=3.061
S -0.75850 1.13164 -0.35877
O -1.05923 -0.96826 1.38457
O -0.75036 1.86575 2.19840
O 0.36350 -0.73894 -1.85361
C 0.21640 -1.41399 -0.55100
C -1.03579 2.18429 1.09373
C -0.60448 -0.60706 0.38376
C 1.41810 -0.85795 -0.85601
H 2.20855 -1.47231 -1.34085
H -0.05870 -2.51772 -0.60881
H 1.62656 0.20115 -0.32063
H -1.56603 3.19342 0.82922

4.
12
Properties=species:S:1:pos:R:3 method="wB97M-V/def2-TZVPD" lumo_energy_ev=-0.339 homo_lumo_gap_ha=0.328 homo_energy_ev=-9.26 relative_energy_ev=2.932
S 0.60951 3.52798 0.71260
O 0.31024 0.27997 -2.00565
O 0.62582 -1.45859 0.86199
O 0.12475 1.04728 0.15176
C 0.74377 2.21895 -0.23957
C 0.13437 0.08924 -0.85933
C -0.82959 -1.45158 1.02950
C -0.27618 -1.28349 -0.31000
H -0.27608 -2.17303 -0.98642
H -1.23028 -2.32810 1.29383
H -1.34655 -0.62277 1.58021
H 1.41021 2.15415 -1.22892

5.
12
Properties=species:S:1:pos:R:3 method="wB97M-V/def2-TZVPD" lumo_energy_ev=0.074 homo_lumo_gap_ha=0.373 homo_energy_ev=-10.07 relative_energy_ev=1.528
O -0.65405 1.48841 -1.23369
O -2.85753 -0.09735 0.01614
O -1.25556 -1.56029 -0.36663
O 1.47534 -0.96870 -0.90002
C -1.70018 -0.34389 -0.12023
C 1.60695 -0.23534 0.03114
C -0.57771 0.70787 -0.32656
C 0.52134 0.63647 0.64379
H 0.26167 0.32571 1.71086
H 2.57657 -0.02624 0.46001
H -0.34939 -1.61398 -0.69905
H 0.95256 1.68733 0.78426

6.
12
Properties=species:S:1:pos:R:3 method="wB97M-V/def2-TZVPD" lumo_energy_ev=-0.854 homo_lumo_gap_ha=0.239 homo_energy_ev=-7.36 relative_energy_ev=9.555
O 1.39726 0.50190 0.52394
O 0.84423 0.02246 2.59477
O -1.71610 -0.25864 -1.46031
O 1.11534 0.73286 -1.87615
C 0.63060 0.36031 -0.83256
C 0.54949 -0.25992 1.22146
C -0.57323 -0.91682 0.63437
C -0.66700 -0.14654 -0.57248
H -1.34993 -1.26825 1.42642
H -1.54752 0.87404 -2.19565
H 0.69369 1.76243 -2.27849
H 0.62316 -1.40382 2.81468

Copy entry 2 word for word.
12
Properties=species:S:1:pos:R:3 method="wB97M-V/def2-TZVPD" lumo_energy_ev=0.206 homo_lumo_gap_ha=0.326 homo_energy_ev=-8.67 relative_energy_ev=3.419
S -3.70246 -0.48790 0.14242
O -1.16257 -0.71388 -0.25588
O 2.52980 -0.12243 0.17190
O -1.62293 1.32627 -0.01967
C -2.23739 0.20869 -0.19348
C 1.30475 -0.90505 0.07169
C -0.27193 1.21481 0.07126
C 0.02881 -0.12931 -0.18015
H 1.23782 -1.66312 -0.64273
H 2.40259 0.63744 -0.67577
H 1.32867 -1.48226 1.06771
H 0.16483 2.11675 0.44270